13
Properties=species:S:1:pos:R:3 method="wB97M-V/def2-TZVPD" max_force_ev_per_a=4.80 homo_lumo_gap_ha=0.2236 total_charge=-1
O -0.9133 1.0609 2.7080
N -0.7093 0.1273 1.8075
C -0.3214 0.4096 0.5132
N 0.0418 1.6078 0.0616
C 0.3034 1.5963 -1.2205
S 0.7881 3.1163 -1.8465
C 0.0909 0.3043 -1.7108
N -0.2859 -0.4940 -0.5386
O 0.3108 -1.8554 -0.3703
H -1.2859 -0.7816 1.9456
H 0.1206 2.4219 0.6738
H 0.5812 -0.1391 -2.5174
H -0.3466 -2.3186 -0.8607

104
Properties=species:S:1:pos:R:3 method="wB97M-V/def2-TZVPD" spin_multiplicity=3 s_squared=2.0107 max_force_ev_per_a=1.06 homo_lumo_gap_ha="0.2662 / 0.2800" total_charge=+4
W 1.7307 0.1356 -0.5230
C 2.3340 -2.3573 1.8324
O 2.6123 -1.7596 0.5225
C 2.7187 -2.8563 -0.4335
C 1.3497 -2.9679 -1.0576
O 1.1444 -1.6742 -1.7115
C 1.2445 -1.8610 -3.1661
H 1.5607 -3.1149 1.7415
H 1.9886 -1.5986 2.5193
H 3.2603 -2.8080 2.1850
H 3.0429 -3.7521 0.0908
H 3.4662 -2.5850 -1.1798
H 0.5599 -3.0900 -0.3109
H 1.2638 -3.7519 -1.8037
H 0.4370 -2.5225 -3.4700
H 2.2142 -2.2999 -3.4012
H 1.1448 -0.9023 -3.6588
C 1.3452 0.7960 5.0891
O 1.1818 0.4194 3.6917
C 1.9600 0.8644 2.7406
O 1.6661 0.5045 1.5781
N 2.9898 1.6502 3.0603
N 3.8325 2.2263 2.0902
H 0.5188 0.3162 5.6014
H 1.2704 1.8774 5.1956
H 2.2854 0.4043 5.4786
H 3.2046 1.7880 4.0389
H 4.7114 1.7114 2.0510
H 4.0429 3.1741 2.3947
N 2.1277 2.2944 -0.1843
N 2.4469 3.1075 -1.2887
C 1.9479 2.7864 -2.4940
N 2.0530 3.6290 -3.4946
S 1.1559 1.2863 -2.6710
H 1.2806 2.6624 0.2624
H 2.9250 2.3000 0.5026
H 2.8464 4.0155 -1.0879
H 2.4091 4.5699 -3.3866
H 1.7381 3.3642 -4.4178
O -0.2549 0.4486 -0.3052
P -1.7896 0.2962 -0.0079
C -2.0071 1.4154 1.4319
C -1.5105 2.8384 1.1525
C -2.5759 3.7792 0.5974
C -3.7880 3.8351 1.5158
C -4.3802 2.4469 1.7052
C -3.3465 1.4399 2.1955
C -2.0527 -1.4873 0.3189
C -3.4776 -2.0957 0.3231
C -4.1726 -2.1976 1.6754
C -3.2582 -2.7621 2.7568
C -1.9609 -1.9649 2.8395
C -1.2267 -2.0024 1.5019
C -2.5518 0.8334 -1.5708
C -4.0851 0.9862 -1.5605
C -4.6176 0.9193 -2.9893
C -4.3974 -0.4587 -3.6144
C -3.0552 -1.0835 -3.1955
C -2.0489 -0.0249 -2.7578
H -1.2763 0.9327 2.1007
H -0.6482 2.8292 0.4691
H -1.1533 3.2429 2.1069
H -2.8801 3.4504 -0.4037
H -2.1422 4.7726 0.4702
H -4.5358 4.5197 1.1172
H -3.4863 4.2443 2.4857
H -4.8376 2.1001 0.7749
H -5.1899 2.4806 2.4351
H -3.7802 0.4448 2.2328
H -3.0881 1.6828 3.2323
H -1.5854 -1.8693 -0.6034
H -3.3344 -3.1141 -0.0554
H -4.1243 -1.6110 -0.4060
H -5.0507 -2.8324 1.5515
H -4.5696 -1.2290 1.9846
H -3.0140 -3.8030 2.5198
H -3.7677 -2.7824 3.7191
H -1.3062 -2.3724 3.6142
H -2.1695 -0.9318 3.1301
H -1.0002 -3.0574 1.2912
H -0.2754 -1.4739 1.5622
H -2.1159 1.8352 -1.6820
H -4.3472 1.9437 -1.1107
H -4.5683 0.2206 -0.9468
H -4.1258 1.6969 -3.5817
H -5.6777 1.1707 -2.9928
H -4.4457 -0.3689 -4.6997
H -5.2105 -1.1269 -3.3278
H -2.6280 -1.6553 -4.0213
H -3.2049 -1.8050 -2.3888
H -1.8613 0.6564 -3.5909
H -1.0725 -0.4821 -2.5316
S 4.0654 0.3980 -1.3927
C 5.3285 -0.8136 -1.4540
N 5.9728 -0.9288 -2.6386
C 7.0655 -1.6913 -2.8338
C 7.5782 -2.4289 -1.7951
C 6.9403 -2.3565 -0.5585
C 5.8218 -1.5553 -0.3876
H 5.6282 -0.3684 -3.4114
H 7.4925 -1.6739 -3.8272
H 8.4584 -3.0360 -1.9499
H 7.3302 -2.9170 0.2814
H 5.3365 -1.4803 0.5743

50
Properties=species:S:1:pos:R:3 method="wB97M-V/def2-TZVPD" max_force_ev_per_a=2.26 homo_lumo_gap_ha=0.3047 total_charge=0
Cl 2.9995 -1.5898 2.4230
B 2.1685 -0.2198 1.3678
Cl 2.8635 1.4068 2.0866
Cl 2.6477 -0.3844 -0.4336
O 0.7424 -0.3444 1.4592
C -0.1309 0.7076 1.4293
C -1.5484 0.1932 1.6357
C -2.5594 1.1049 1.8383
C -3.8832 0.7094 1.9101
C -4.1989 -0.6459 1.8006
C -3.1892 -1.5821 1.6131
C -1.8472 -1.1833 1.4929
H 0.0207 1.2827 2.3456
H -2.2976 2.1427 2.0047
H -4.6470 1.4400 2.1410
H -5.2370 -0.9703 1.8865
H -3.4055 -2.6505 1.6188
H -1.0622 -1.8878 1.3482
C 6.0464 4.4579 -2.2672
C 5.1523 3.4037 -1.5999
C 3.6379 3.7724 -1.6105
C 2.7138 2.9183 -0.7998
O 1.3895 2.8855 -1.4919
C 0.2843 2.2956 -1.0568
C 0.0059 1.9280 0.3719
O -0.7362 2.4344 -1.8661
Si -1.3814 3.8492 -2.8895
C -2.1739 2.9757 -4.3290
C -2.6602 4.6462 -1.7828
C -0.0629 5.0705 -3.4049
H 7.0697 4.0600 -2.3635
H 5.6832 4.7150 -3.2724
H 6.1069 5.3712 -1.6687
H 5.2491 2.4405 -2.1299
H 5.4660 3.2305 -0.5627
H 3.5620 4.7962 -1.2095
H 3.3124 3.8359 -2.6578
H 3.0262 1.8698 -0.7282
H 2.5876 3.3153 0.2056
H -0.9740 2.4019 0.5460
H 0.7769 2.4798 0.9098
H -2.8066 3.6422 -4.9237
H -1.4071 2.5586 -4.9830
H -2.7965 2.1519 -3.9681
H -3.2694 5.3762 -2.3373
H -3.3455 3.8921 -1.3682
H -2.1894 5.1746 -0.9442
H -0.4976 5.9176 -3.9441
H 0.4677 5.4733 -2.5455
H 0.6596 4.6047 -4.0709

2
Properties=species:S:1:pos:R:3 method="wB97M-V/def2-TZVPD" max_force_ev_per_a=2.18 homo_lumo_gap_ha=0.2575 total_charge=0
C 0.0000 0.0000 0.6110
C 0.0000 0.0000 -0.6110

7
Properties=species:S:1:pos:R:3 method="wB97M-V/def2-TZVPD" max_force_ev_per_a=16.45 homo_lumo_gap_ha=0.1623 total_charge=+6
Hg -1.7672 -2.1290 0.5854
Hg -1.9811 0.4339 1.4049
Hg 0.0435 -1.8000 -1.6808
O 2.5347 1.0499 -0.6886
V 0.9844 0.9906 -0.4602
O 0.6496 1.8416 0.8766
Br -0.4639 -0.3871 -0.0373

129
Properties=species:S:1:pos:R:3 method="wB97M-V/def2-TZVPD" max_force_ev_per_a=5.16 homo_lumo_gap_ha=0.3025 total_charge=+1
C 5.1645 1.0286 1.1504
C 3.8968 0.5153 1.8566
C 2.9458 1.6905 2.0609
C 1.4906 1.2685 2.4434
C 0.5296 2.1209 1.6568
C 0.6056 3.4860 1.8338
C -0.2078 4.3335 1.1259
C -1.1274 3.8118 0.2160
C -1.9782 4.7808 -0.5727
C -2.3854 6.0079 0.2470
O -2.6498 5.8609 1.4170
N -2.5097 7.2857 -0.3556
C -3.8687 7.4479 -0.9235
C -1.5203 7.5262 -1.4146
C -1.1887 2.4443 0.0592
C -2.1404 1.8364 -0.9451
C -3.3768 1.1861 -0.2640
C -4.5860 2.1390 -0.0995
C -5.8314 1.4178 -0.5741
O -5.9017 0.9765 -1.6957
O -6.8365 1.3313 0.3120
C -7.5289 0.0658 0.3140
C -8.9038 0.1437 -0.3537
N -0.3656 1.6230 0.7786
C -0.4430 0.1511 0.5902
C 0.7075 -0.3200 -0.3361
C 0.2360 -1.4976 -1.2023
C 0.9590 -1.6385 -2.5499
C 0.9105 -0.3992 -3.4566
O 0.0316 -0.5922 -4.5578
C -1.0980 0.2609 -4.5627
C -2.3151 -0.4312 -3.9485
H 4.8706 1.4581 0.1900
H 5.9148 0.2540 1.0249
H 5.5559 1.8681 1.7287
H 4.1861 0.0734 2.8107
H 3.4317 -0.2175 1.1953
H 3.3349 2.4364 2.7532
H 2.8802 2.2044 1.0952
H 1.3440 1.5170 3.4962
H 1.3430 0.2029 2.3194
H 1.3364 3.8841 2.5221
H -0.1087 5.3980 1.2833
H -2.9068 4.3279 -0.9138
H -1.4212 5.0455 -1.4732
H -3.8331 8.3094 -1.5874
H -4.5922 7.6744 -0.1452
H -4.1503 6.5732 -1.5200
H -0.5089 7.4001 -1.0289
H -1.6919 6.9334 -2.3202
H -1.6017 8.5775 -1.6886
H -1.5769 1.0255 -1.4118
H -2.4045 2.5477 -1.7189
H -3.0655 0.8957 0.7401
H -3.6321 0.2922 -0.8298
H -4.4459 3.0131 -0.7315
H -4.6953 2.4230 0.9442
H -6.9297 -0.7348 -0.1137
H -7.6858 -0.1841 1.3624
H -9.6801 -0.2123 0.3223
H -8.9435 -0.4772 -1.2470
H -9.1526 1.1669 -0.6272
H -0.3723 -0.2993 1.5764
H -1.3989 -0.1431 0.1851
H 1.5244 -0.6407 0.3064
H 1.0005 0.5549 -0.9162
H 0.4459 -2.4107 -0.6382
H -0.8464 -1.4958 -1.3525
H 1.9788 -1.9858 -2.3816
H 0.4503 -2.4278 -3.1037
H 1.9107 -0.2815 -3.8840
H 0.6956 0.5289 -2.9199
H -0.9011 1.2403 -4.1137
H -1.3473 0.4496 -5.6100
H -2.3783 -1.4219 -4.3958
H -3.2285 0.1391 -4.1161
H -2.1770 -0.5465 -2.8700
O 4.3758 1.7269 6.1626
P 4.5050 1.5132 7.6195
O 5.1594 0.0599 7.8718
C 6.0742 -0.5330 6.9487
C 7.5164 -0.2768 7.3362
O 2.9867 1.2835 8.1347
C 1.8796 1.5155 7.2755
C 1.4311 0.2245 6.6235
O 4.8791 2.2103 8.9993
C 6.2457 2.4235 9.3868
C 6.9662 3.3895 8.4700
H 5.8907 -0.1890 5.9297
H 5.8770 -1.6056 6.9662
H 7.7405 0.7921 7.3259
H 8.1924 -0.7734 6.6398
H 7.7212 -0.6499 8.3403
H 2.1185 2.2714 6.5270
H 1.0751 1.9182 7.8932
H 2.2543 -0.2566 6.0929
H 0.6197 0.4172 5.9166
H 1.0761 -0.4834 7.3725
H 6.7660 1.4674 9.4597
H 6.2084 2.8331 10.3950
H 6.9462 3.0403 7.4328
H 8.0054 3.5032 8.7769
H 6.4875 4.3686 8.4933
O -1.0203 -6.9738 -7.7350
P -1.1349 -7.1154 -6.2732
O -0.1456 -6.0350 -5.5770
C 0.1605 -4.7902 -6.2014
C -0.7300 -3.6702 -5.7023
O -0.3996 -8.5050 -5.9222
C 0.0066 -9.4178 -6.9448
C 1.4630 -9.2122 -7.3023
O -2.1535 -7.3342 -5.0602
C -2.9668 -6.2644 -4.5689
C -3.9714 -5.7762 -5.5929
H 0.1026 -4.8628 -7.2881
H 1.1990 -4.5661 -5.9511
H -1.7784 -3.8692 -5.9395
H -0.4489 -2.7222 -6.1601
H -0.6498 -3.5650 -4.6195
H -0.6307 -9.3301 -7.8234
H -0.1373 -10.4208 -6.5405
H 1.6522 -8.1803 -7.5993
H 1.7556 -9.8717 -8.1202
H 2.0983 -9.4237 -6.4410
H -2.3348 -5.4524 -4.2025
H -3.4929 -6.6635 -3.7020
H -3.4737 -5.4451 -6.5092
H -4.5512 -4.9437 -5.1935
H -4.6574 -6.5775 -5.8672

11
Properties=species:S:1:pos:R:3 method="wB97M-V/def2-TZVPD" max_force_ev_per_a=0.94 homo_lumo_gap_ha=0.3536 total_charge=0
N -0.7523 1.1663 1.2390
C -0.0384 0.4383 0.3456
C -0.8073 -0.7187 -0.2489
N -0.4810 -1.6254 -1.0700
C 2.3262 -0.5531 -1.6462
N 1.7939 0.1036 -0.8327
N 1.1722 0.8352 0.1021
H -1.5911 0.7950 1.6542
H -0.2618 1.8860 1.7492
H -1.8363 -0.7561 0.1203
H 0.4760 -1.5712 -1.4126

51
Properties=species:S:1:pos:R:3 method="wB97M-V/def2-TZVPD" spin_multiplicity=4 s_squared=3.7593 max_force_ev_per_a=3.15 homo_lumo_gap_ha="0.2424 / 0.2948" total_charge=-1
V -2.8011 -1.7097 1.0023
N -1.4174 -3.1114 2.2183
C -1.1204 -2.5429 3.5476
C -1.5550 -1.0504 3.6522
O -1.2587 -0.5549 4.7064
N -2.2525 -0.6055 2.6166
C -3.0344 0.6446 2.6685
C -4.2296 0.5443 1.7158
O -4.9763 1.5057 1.4850
O -4.4451 -0.6328 1.1342
H -2.0850 -3.8386 2.1837
H -0.5713 -3.4190 1.7552
H -0.0560 -2.5987 3.8941
H -1.7026 -3.0795 4.3679
H -2.3209 1.4303 2.3448
H -3.4353 0.7941 3.7142
F 0.7230 -3.1131 -2.8750
C 1.7018 -2.2424 -2.7829
C 1.5969 -0.9812 -2.1967
C 2.6869 -0.1606 -2.4409
F 2.6294 1.1163 -2.0218
C 3.8721 -0.5886 -3.0409
F 4.9724 0.1887 -3.0637
C 3.9457 -1.8687 -3.5790
F 5.1040 -2.3811 -4.0667
C 2.8716 -2.7133 -3.4319
F 3.0144 -3.9862 -3.7855
Ge 0.0769 -0.2613 -1.0971
S -1.4318 -1.8090 -0.9621
C -0.6779 1.4121 -1.8795
C -1.7810 1.8888 -1.2631
F -2.0812 1.3055 -0.1282
C -2.5213 2.9301 -1.7206
F -3.5344 3.4564 -1.0206
C -2.1325 3.5480 -2.9008
F -2.7930 4.6176 -3.3772
C -1.0417 3.0303 -3.6108
F -0.7562 3.6069 -4.7916
C -0.3296 1.9721 -3.1334
F 0.6546 1.5046 -3.9220
C 1.1046 0.2628 0.4655
C 1.6792 -0.6573 1.3694
F 1.6491 -1.9549 1.0830
C 2.4028 -0.3254 2.4832
F 2.8809 -1.2939 3.2033
C 2.6947 0.9935 2.7109
F 3.3999 1.3670 3.7727
C 2.1514 1.9208 1.8511
F 2.3407 3.2075 2.1162
C 1.3896 1.6006 0.8111
F 0.7997 2.6320 0.2188

10
Properties=species:S:1:pos:R:3 method="wB97M-V/def2-TZVPD" max_force_ev_per_a=5.06 homo_lumo_gap_ha=0.2958 total_charge=-1
B -0.5637 0.2275 -0.2446
C 0.9402 0.8308 0.1744
C 1.3781 -0.6687 0.0784
O 2.4350 -1.2073 0.3579
O 1.6007 1.9278 0.2368
O 0.3092 -1.2004 -0.5153
O -1.3258 0.6675 -1.2687
O -1.4190 -0.1436 1.0016
H -2.2846 0.5657 -1.0014
H -1.0702 -0.9992 1.1809

50
Properties=species:S:1:pos:R:3 method="wB97M-V/def2-TZVPD" spin_multiplicity=3 s_squared=2.0090 max_force_ev_per_a=4.21 homo_lumo_gap_ha="0.1721 / 0.1522" total_charge=0
P -0.6253 -0.1221 -2.0596
P -1.7977 0.3773 1.8049
C -1.9913 -0.4218 -0.9437
C -2.3096 0.6981 0.0864
H -1.8793 -1.4313 -0.4796
H -2.8915 -0.4956 -1.5927
H -1.8582 1.6751 -0.1963
H -3.4119 0.8304 0.1535
C -2.8908 -0.9369 2.4524
H -2.4590 -1.3449 3.3790
H -2.9990 -1.7542 1.7255
H -3.8780 -0.5047 2.6649
C -2.1139 1.8144 2.8054
H -3.1719 1.7904 3.1121
H -1.9160 2.7186 2.2139
H -1.4756 1.7904 3.7006
C -0.8535 -1.4217 -3.3766
H -0.0037 -1.4063 -4.0791
H -1.7635 -1.1672 -3.9430
H -0.9503 -2.4409 -2.9665
C -1.0572 1.2487 -3.1968
H -1.3125 2.1655 -2.6545
H -1.9201 0.9435 -3.7975
H -0.2315 1.4722 -3.8851
Ti 4.6399 0.1286 1.8063
C -0.2229 -0.3572 1.8871
C -0.0985 -1.7609 1.5045
C 0.4202 -2.3664 0.3144
C 1.4371 -1.6127 -0.6191
C 1.0250 -0.5142 -1.6136
C 0.7314 0.9115 -1.2517
C 0.8194 1.4775 0.1481
C 0.9562 0.6247 1.4384
C 4.8219 1.5342 0.3389
H -0.1026 -0.3668 2.9958
H -0.6577 -2.4396 2.1831
H -0.4263 -2.8253 -0.2464
H 1.0096 -3.2456 0.6727
H 2.2461 -1.2087 0.0038
H 1.9667 -2.3891 -1.2030
H 1.6106 -0.6036 -2.5344
H 1.1141 1.6676 -1.9469
H 0.0224 2.2319 0.2938
H 1.7354 2.1099 0.1549
H 1.9078 0.0565 1.4315
H 1.1216 1.3626 2.2546
H 4.9026 2.5556 0.7762
H 3.9019 1.4194 -0.2638
H 5.7104 1.3022 -0.2787
Cl 5.1690 -1.7688 0.8257

14
Properties=species:S:1:pos:R:3 method="wB97M-V/def2-TZVPD" max_force_ev_per_a=0.40 homo_lumo_gap_ha="0.2811 / 0.2867" total_charge=0
C -0.6899 1.0153 0.6137
C -0.2016 0.8358 -0.8347
O 1.2043 0.9887 -0.9760
C 1.6438 -0.3195 -0.3974
C 1.4119 -0.3050 1.0167
N 0.0392 -0.2810 0.9080
C 0.0455 -0.6401 -0.4710
H -0.3396 1.8487 1.2216
H -1.7671 0.8663 0.7168
H -0.7581 1.2271 -1.6874
H 2.5045 -0.7085 -0.9339
H -2.8963 -2.0752 -0.5423
H 1.9719 -0.5436 1.9142
H -2.1685 -1.9091 -0.5483

17
Properties=species:S:1:pos:R:3 method="wB97M-V/def2-TZVPD" max_force_ev_per_a=6.35 homo_lumo_gap_ha=0.3614 total_charge=0
C 0.3837 -0.7516 0.1439
C 0.3528 1.3939 0.7993
C 1.1756 1.3268 -0.4197
C 0.0172 -2.1817 -0.0284
N -0.3432 0.1800 0.8007
N 1.4429 -0.2063 -0.4373
O -2.7975 -0.9339 0.0248
O -2.4284 1.3401 -0.7282
S -2.5184 0.4238 0.3986
H 0.9884 1.4611 1.6859
H -0.2855 2.3383 0.9012
H 0.4585 1.5352 -1.3095
H 2.1686 1.8137 -0.4869
H 0.0358 -2.5957 1.0520
H 0.6218 -2.6193 -0.6849
H -1.0477 -2.0375 -0.4023
H 1.7753 -0.4869 -1.3092